(1)
Below is a single C4H2ClNO molecule in a non-equilibrium geometry, with properties calculated with wB97M-V/def2-TZVPD.

Kohn-Sham gap ... 8.40 eV
LUMO energy ... -0.911 eV
SMILES ... O=CC1=C(Cl)C=N1

```
! RIJCOSX wB97M-V def2-TZVPD def2/J DEFGRID3
* xyz 0 1
O -2.30472 1.16803 0.65673
C -1.40257 0.43851 0.91920
C -0.50826 -0.36015 0.20706
C 0.75565 0.32996 -0.73690
Cl 1.00360 1.85012 -1.25963
C 1.28589 -0.89612 -0.65513
N 0.11231 -1.47517 0.18551
H -1.02535 0.45468 1.96068
H 2.08345 -1.50987 -1.27753
*
```

---

(2)
Below is a 2-piece molecular cluster, C4H2ClO2 overall in a non-equilibrium geometry, with properties calculated with wB97M-V/def2-TZVPD.

Kohn-Sham gap (spin up / spin down) ... 4.71 / 4.72 eV
LUMO energy (spin up / spin down) ... 3.460 / 3.460 eV

```
! RIJCOSX wB97M-V def2-TZVPD def2/J DEFGRID3
* xyz -1 1
C -0.50245 -0.63096 1.61182
C -1.52767 0.06086 1.49579
C 0.72619 -0.95626 1.61903
C 0.76856 0.43311 -1.73893
O -2.57468 0.57216 1.31571
O 1.75757 -1.55461 1.69265
Cl 0.05050 1.98417 -1.55821
H -0.09541 -0.32507 -1.76786
H 1.39739 0.41661 -2.66999
*
```

---

(3)
Below is C4H2CoO6 as an isolated structure in a non-equilibrium geometry, with properties calculated with wB97M-V/def2-TZVPD.

Kohn-Sham gap (spin up / spin down) ... 7.88 / 7.05 eV
LUMO energy (spin up / spin down) ... -11.019 / -11.855 eV

```
! RIJCOSX wB97M-V def2-TZVPD def2/J DEFGRID3
* xyz 2 4
O 2.59110 0.74021 0.37058
C 1.77158 0.06773 -0.26132
O 2.04653 -0.84698 -1.05071
O 0.41474 0.38881 -0.01287
Co 3.83562 -0.44022 -0.52827
H -0.19438 -1.47926 -0.61133
O -3.09518 -1.31141 0.01294
O -2.38144 0.41908 0.83376
O -2.10808 0.11594 -1.33208
C -0.50589 -0.51594 -0.17546
C -1.52532 -0.58965 0.94752
C -2.93060 -0.12646 -0.42359
H -1.21684 -0.94775 1.93830
*
```

---

(4)
Below is C4H2DyO2 as an isolated structure in a non-equilibrium geometry, with properties calculated with wB97M-V/def2-TZVPD.

Kohn-Sham gap (spin up / spin down) ... 4.03 / 7.28 eV
LUMO energy (spin up / spin down) ... -9.635 / -10.241 eV

```
! RIJCOSX wB97M-V def2-TZVPD def2/J DEFGRID3
* xyz 2 7
H 1.72872 2.00055 0.43648
O -0.40434 1.40453 2.64818
C 0.20828 1.41155 1.69725
C 1.03357 1.14652 0.60429
C 0.46033 0.31145 -0.26178
C -0.40791 -0.52349 -0.85546
O -0.40386 -1.79609 -0.76514
Dy -1.06097 -3.94763 -2.01455
H -1.15381 -0.00739 -1.48927
*
```

---

(5)
Below is a single C4H2F2O molecule in a non-equilibrium geometry, with properties calculated with wB97M-V/def2-TZVPD.

Kohn-Sham gap (spin up / spin down) ... 10.86 / 5.63 eV
LUMO energy (spin up / spin down) ... -0.028 / -2.846 eV

```
! RIJCOSX wB97M-V def2-TZVPD def2/J DEFGRID3
* xyz 0 1
C 1.68656 2.06106 0.51919
C 0.86050 1.34138 0.03787
C -0.09337 0.01109 -0.40949
C -1.15713 -0.50764 0.50090
O 0.69347 -0.85002 -0.97544
F -1.05187 -1.79981 0.98526
F -1.98923 0.22191 1.14403
H -0.53263 0.65357 -1.14064
H 1.58370 -1.13154 -0.66169
*
```

---

(6)
Below is C4H2F3I as an isolated structure in a non-equilibrium geometry, with properties calculated with wB97M-V/def2-TZVPD.

Kohn-Sham gap (spin up / spin down) ... 7.99 / 7.04 eV
LUMO energy (spin up / spin down) ... -1.304 / -1.826 eV

```
! RIJCOSX wB97M-V def2-TZVPD def2/J DEFGRID3
* xyz 0 1
C -0.85966 -0.84762 -0.66674
C 0.44547 -0.57019 -0.96901
C -0.78642 -0.27457 0.75302
C 0.70436 -0.07955 0.31142
F -1.47955 0.85147 0.92863
F -1.03109 -1.01100 1.88862
F 1.52455 2.70748 -0.11794
I 2.24627 0.88265 1.03476
H -1.71050 -1.05586 -1.25261
H 0.94658 -0.60281 -1.91016
*
```

---

(7)
Below is a single C4H2F3N3O2 molecule in a non-equilibrium geometry, with properties calculated with wB97M-V/def2-TZVPD.

Kohn-Sham gap (spin up / spin down) ... 8.06 / 8.06 eV
LUMO energy (spin up / spin down) ... -1.605 / -1.605 eV
SMILES ... O=[N+]([O-])c1[nH]cnc1C(F)(F)F

```
! RIJCOSX wB97M-V def2-TZVPD def2/J DEFGRID3
* xyz 0 1
O 0.91753 -2.38132 -0.05100
N -0.24439 -2.00732 -0.22248
O -1.26864 -2.69175 -0.39528
C -0.49468 -0.61229 -0.19432
N -1.67332 -0.07130 -0.07961
C -1.60394 1.21300 0.28626
N -0.39972 1.66320 0.48578
C 0.50986 0.71111 0.31364
C 1.93730 0.71372 0.04731
F 2.64229 0.45399 1.10473
F 2.31545 -0.18816 -0.92748
F 2.43089 1.96371 -0.27338
H -2.53764 -0.49658 -0.65495
H -2.53097 1.72998 0.56076
*
```

---

(8)
Below is a single C4H2FN molecule in a non-equilibrium geometry, with properties calculated with wB97M-V/def2-TZVPD.

Kohn-Sham gap ... 10.57 eV
LUMO energy ... -0.380 eV
SMILES ... N#CC#CCF

```
! RIJCOSX wB97M-V def2-TZVPD def2/J DEFGRID3
* xyz 0 1
N -2.59464 -0.03813 2.47411
C -1.75670 0.12407 1.65233
C -0.80466 0.33348 0.76129
C 0.04099 0.29202 -0.06836
C 1.04942 -0.20804 -0.97636
F 1.36886 0.88205 -1.91376
H 0.78479 -1.03685 -1.60754
H 1.91194 -0.34860 -0.32171
*
```

---

The evaluated energy relative to the best compared isomer or geometry (same formula, charge and spin) for the records listed, in turn: 383.18; 360.28; 561.45; 200.23; 734.68; 273.90; 77.99; 39.10 kJ/mol.